#P
19
Properties=species:S:1:pos:R:3 method="wB97M-V/def2-TZVPD" gap_ev=10.60 charge=0
C -0.7709 -1.6833 1.1885
C 0.4667 -0.9755 0.7667
Cl 1.6471 -2.0967 0.2888
C 0.3250 0.0899 -0.3308
C 1.7354 0.5092 -0.7590
C -0.5286 1.2283 0.1056
C -1.3540 1.0600 -1.1376
O -0.6629 -0.0534 -1.4416
H -0.7290 -2.3014 1.9888
H -1.5848 -1.1006 1.3968
H -1.4269 -2.0199 0.2256
H 0.9681 -0.5204 1.6757
H 2.2490 -0.1718 -1.5610
H 2.5089 0.9011 0.0605
H 1.6942 1.5330 -1.1244
H -0.9402 0.7716 1.1256
H 0.0634 2.0896 0.5669
H -2.4703 1.0347 -1.0155
H -1.1901 1.7055 -2.0195

=====

#Q
19
Properties=species:S:1:pos:R:3 method="wB97M-V/def2-TZVPD" gap_ev="8.52 / 7.58" charge=0
C 2.3034 0.0552 -0.4542
C 3.0553 -0.4268 0.7613
C -2.2884 -0.8361 -0.8732
C -0.9965 1.3980 1.0487
C -0.8824 -0.5719 -0.4917
C -0.5959 0.8124 -0.1819
O 2.6713 -0.2066 -1.5315
Cl -0.7604 1.7519 -1.6139
H 2.6519 -1.3061 1.1578
H 2.8201 0.3637 1.4197
H 4.1193 -0.5493 0.5251
H -2.4398 -0.6299 -2.0085
H -2.5356 -1.9192 -0.7836
H -3.0454 -0.3309 -0.2673
H -2.0650 1.2999 1.2155
H -0.5766 0.8567 1.9600
H -0.7252 2.4773 1.2187
H -0.0249 -0.8655 -1.2539
H -0.6851 -1.3728 0.1527

=====

How far above the most stable structure does each one sit? In eV: #P 0.000; #Q 0.586.

=====

#P
9
Properties=species:S:1:pos:R:3 method="wB97M-V/def2-TZVPD" gap_ev=12.29 charge=0
C 0.8329 1.2574 1.5280
C -0.5463 0.4079 0.4601
C 0.2520 -0.2637 -0.5442
N 1.6516 1.8621 2.0213
F -0.3921 -0.7734 -1.7381
H -0.9187 -0.1578 1.2672
H -1.1977 1.2425 0.1742
H 0.6463 -1.0459 0.0440
H 0.9853 0.3548 -1.0453

=====

#Q
9
Properties=species:S:1:pos:R:3 method="wB97M-V/def2-TZVPD" gap_ev=10.41 charge=0
C 1.3793 0.4028 0.0595
C -0.9240 0.1750 -0.3820
C 0.3172 -0.4447 0.2556
N 2.3543 1.0409 0.0429
F 0.4897 -1.7852 0.0104
H -0.9336 -0.4900 -1.3842
H -0.8491 1.2104 -0.7102
H -1.8165 0.1254 0.2320
H -0.0173 -0.2348 1.8761

=====

#R
9
Properties=species:S:1:pos:R:3 method="wB97M-V/def2-TZVPD" gap_ev="10.38 / 10.38" charge=0
C -2.0554 0.1788 -0.0120
C -0.2348 -0.5050 -1.1092
C 0.8199 0.5055 -0.8329
N -3.0396 0.3344 0.5541
F 1.0290 0.6419 0.4867
H -0.2880 -1.3753 -0.3558
H -0.6265 -0.6121 -2.0119
H 0.5110 1.5430 -1.3992
H 1.7759 0.1006 -1.3610

=====

#S
9
Properties=species:S:1:pos:R:3 method="wB97M-V/def2-TZVPD" gap_ev="8.92 / 8.92" charge=0
C 1.3383 0.8801 -0.4395
C 0.1145 0.9936 0.1962
C -0.7539 -1.0772 0.0280
N 2.3835 0.8152 -1.0079
F 0.1362 -1.8754 0.5882
H -0.0671 0.8259 1.3150
H -0.6968 1.4681 -0.4356
H -0.9180 -1.4038 -0.9321
H -1.5368 -0.6265 0.6876

=====

How far above the most stable structure does each one sit? In eV: #P 0.000; #Q 0.669; #R 1.272; #S 0.905.

=====

#P
8
Properties=species:S:1:pos:R:3 method="wB97M-V/def2-TZVPD" gap_ev=7.99 charge=0
O 1.5717 1.1793 -1.5640
S 1.5700 1.1871 0.0696
C -0.2411 0.2348 1.0176
S -0.7270 1.0722 2.2516
S -0.2325 -1.0236 -0.0322
O -1.5384 -2.1039 0.5381
H 1.3048 1.9911 -2.0110
H -1.7075 -2.5370 -0.2696

=====

#Q
8
Properties=species:S:1:pos:R:3 method="wB97M-V/def2-TZVPD" gap_ev="7.52 / 7.12" charge=0
C -0.6209 1.4289 -0.0259
O 2.5971 -1.9458 0.4207
O -3.1543 1.0426 0.3263
S 0.9857 1.3574 -0.1708
S 3.0854 -0.4589 -0.0429
S -1.7112 0.2363 0.3050
H 2.4929 -2.5217 -0.3472
H -3.6746 0.8613 -0.4653

=====

How far above the most stable structure does each one sit? In eV: #P 0.000; #Q 0.793.

=====

#P
13
Properties=species:S:1:pos:R:3 method="wB97M-V/def2-TZVPD" gap_ev=8.87 charge=0
O 1.1861 1.6795 -0.1789
C 0.6205 0.7232 0.2414
N 1.2706 -0.5549 0.4867
O 2.3620 -0.7102 -0.3442
C 0.2115 -1.4175 0.0238
C -0.9594 -0.7484 0.0571
O -2.2139 -1.0936 -0.1540
N -0.7447 0.5791 0.4384
O -1.5644 1.4832 -0.2881
H 2.7539 0.1628 -0.2843
H 0.5860 -2.3347 -0.3098
H -2.1773 -2.0345 -0.3992
H -2.2378 1.8234 0.3041

=====

#Q
13
Properties=species:S:1:pos:R:3 method="wB97M-V/def2-TZVPD" gap_ev=9.32 charge=0
C 1.1441 -1.0648 1.0249
C -0.1740 -0.5975 0.7456
C -0.5029 0.3813 -0.2772
N -1.8344 0.8090 -0.6044
O -2.8130 0.2525 -0.1182
O -1.8633 1.6928 -1.4130
N 0.5552 0.9054 -1.0531
O 0.5713 0.6809 -2.2361
O 1.4553 1.5452 -0.4244
H 1.1654 -1.6875 1.9037
H 1.9029 -0.2074 1.0520
H 1.4367 -1.6934 0.2616
H -1.0434 -1.0164 1.1387

=====

How far above the most stable structure does each one sit? In eV: #P 0.000; #Q 3.297.

=====

#P
28
Properties=species:S:1:pos:R:3 method="wB97M-V/def2-TZVPD" gap_ev=9.90 charge=+1
C 3.2320 -0.3769 -0.1611
C 1.5434 -2.1637 -0.7854
C -2.1292 1.3783 -1.0169
C -3.6764 -0.2035 0.3993
C 2.1755 -1.3603 0.3246
C -2.2970 0.3280 0.0609
N 2.3104 2.1887 1.0113
N 1.1954 -0.3746 0.9537
O 4.3436 -0.5127 -0.4379
O 1.2274 1.3927 -1.2080
O -1.3055 -0.8164 -0.0987
P 1.9951 1.0272 -0.0942
H 0.9089 -2.9592 -0.4197
H 0.9709 -1.5584 -1.3261
H 2.4085 -2.4098 -1.3396
H -2.7021 1.0425 -1.8547
H -2.6759 2.3363 -0.5368
H -1.1602 1.7175 -1.1483
H -3.7330 -1.1566 1.0587
H -4.4704 -0.4035 -0.4320
H -4.0722 0.5481 0.9645
H 2.8072 -2.0791 1.0863
H -1.7616 0.8947 0.9592
H 2.0175 3.1599 0.8545
H 2.9362 2.2546 1.7479
H 1.1419 -0.2066 1.9482
H 0.1706 -0.7420 0.5667
H -1.4011 -0.9452 -1.0764

=====

#Q
28
Properties=species:S:1:pos:R:3 method="wB97M-V/def2-TZVPD" gap_ev=9.14 charge=+1
C -2.8813 1.0871 -0.0614
C -0.5896 2.3097 0.6038
C 3.7076 -1.1358 -0.4891
C 1.4435 -0.1662 -1.5066
C -1.7642 1.3712 0.8955
C 2.4346 -0.2174 -0.3021
N -3.1518 -1.7365 0.4635
N -1.2083 0.0089 0.9792
O -3.7511 1.6991 -0.5661
O -1.4352 -1.2552 -1.4811
O 1.6287 -0.5763 0.8141
P -2.2647 -0.6655 -0.4738
H -0.1089 2.1730 1.5510
H -0.0998 1.9720 -0.2438
H -0.9448 3.2961 0.4693
H 3.3140 -2.0276 -0.8441
H 4.3329 -0.7279 -1.3130
H 4.1301 -1.3310 0.5310
H 1.4948 0.7982 -1.9424
H 0.3489 -0.3860 -1.2387
H 1.7252 -0.7923 -2.3387
H -2.2261 1.6589 1.7760
H 2.7906 0.6998 0.0547
H -3.0276 -2.7515 0.5166
H -4.1086 -1.4636 0.4564
H -1.6674 -0.4818 1.7899
H -0.1428 0.0255 0.7716
H 2.0212 -1.3850 1.1284

=====

How far above the most stable structure does each one sit? In eV: #P 0.378; #Q 0.000.